# 1
{"formula": "C28H71N6O5P2S", "method": "ωB97M-V with the def2-TZVPD basis set", "elements": ["C", "C", "C", "C", "C", "C", "C", "C", "C", "C", "C", "C", "S", "C", "O", "C", "O", "C", "C", "O", "H", "H", "H", "H", "H", "H", "H", "H", "H", "H", "H", "H", "H", "H", "H", "H", "H", "H", "H", "H", "H", "H", "H", "H", "H", "H", "H", "H", "H", "H", "H", "H", "H", "H", "H", "O", "P", "N", "C", "C", "N", "C", "C", "N", "C", "C", "H", "H", "H", "H", "H", "H", "H", "H", "H", "H", "H", "H", "H", "H", "H", "H", "H", "H", "O", "P", "N", "C", "C", "N", "C", "C", "N", "C", "C", "H", "H", "H", "H", "H", "H", "H", "H", "H", "H", "H", "H", "H", "H", "H", "H", "H", "H"], "positions_angstrom": [[2.83768, -3.93982, -0.38991], [4.39340, -3.87922, -0.95453], [4.41593, -4.16602, -2.57832], [4.21485, -2.81234, -3.48608], [2.77632, -2.87841, -4.33803], [2.62661, -1.47588, -5.12024], [1.34710, -0.53949, -4.84148], [0.26532, -1.00941, -3.72453], [0.86758, -0.97575, -2.16807], [0.20879, 0.30054, -1.31571], [-0.82944, -0.18419, -0.13008], [-2.36106, -0.52607, -0.70714], [-2.32611, -2.32791, -1.22174], [-4.05401, -3.03301, -1.47992], [-4.31122, -3.09753, -2.92693], [-4.53033, -4.47462, -3.39537], [-3.42345, -5.40815, -3.13062], [-2.12876, -4.89051, -3.59972], [-1.30505, -5.96612, -4.58054], [0.00094, -5.28666, -4.87028], [2.23657, -4.79208, -0.92412], [2.85717, -4.07703, 0.79506], [2.37883, -2.86732, -0.58640], [4.80177, -2.79865, -0.75680], [4.99385, -4.68983, -0.32392], [3.48407, -4.86700, -2.82239], [5.38536, -4.75866, -2.89018], [4.30182, -1.80359, -2.88854], [5.08507, -2.80644, -4.30002], [1.87846, -3.25144, -3.69739], [2.96631, -3.72656, -5.15600], [3.60660, -0.83059, -4.90742], [2.67144, -1.70074, -6.29184], [1.74727, 0.53430, -4.50573], [0.80066, -0.33900, -5.88131], [-0.24947, -2.05915, -3.96396], [-0.62726, -0.21678, -3.74827], [2.03550, -0.77566, -2.30515], [0.66264, -2.01820, -1.65142], [1.12366, 0.84032, -0.79906], [-0.28064, 1.09575, -2.03647], [-0.90042, 0.56323, 0.77079], [-0.41085, -1.23021, 0.25846], [-2.60116, 0.12958, -1.64704], [-3.18651, -0.29532, 0.10568], [-1.77960, -3.01830, -0.12152], [-4.89645, -2.34306, -1.00645], [-4.13150, -4.07786, -0.95530], [-5.47258, -4.90012, -2.79912], [-4.79285, -4.42279, -4.53853], [-1.44312, -4.75973, -2.64451], [-2.18556, -3.89488, -4.21396], [-1.07675, -6.96932, -4.00186], [-1.93686, -6.10938, -5.55616], [0.07911, -4.52101, -4.20207], [0.32236, 0.60580, 3.77024], [-0.16813, 0.20450, 5.18290], [1.44224, -0.06246, 5.69471], [1.99649, -1.20802, 6.39349], [2.26967, 1.13152, 5.85363], [-0.81875, -1.29458, 4.62321], [-0.45492, -2.61719, 5.10683], [-1.15053, -1.40627, 3.19459], [-0.73203, -0.25686, 6.80696], [-2.21662, -0.25587, 6.86389], [-0.32276, 0.64573, 7.90155], [1.51472, -1.40506, 7.35416], [3.06622, -1.09153, 6.60709], [1.94512, -2.10856, 5.78412], [1.97306, 1.71250, 6.73003], [2.17876, 1.78924, 4.98095], [3.33595, 0.90109, 5.94665], [0.44678, -2.99318, 4.61790], [-1.25957, -3.33538, 4.89830], [-0.32204, -2.65712, 6.19150], [-0.25267, -1.56050, 2.58867], [-1.67055, -0.50866, 2.84322], [-1.83532, -2.24242, 3.00524], [-2.61473, 0.74418, 6.64894], [-2.57223, -0.57171, 7.85083], [-2.66842, -0.95082, 6.15207], [-0.54754, 1.69029, 7.66036], [0.74044, 0.56358, 8.13295], [-0.82988, 0.38751, 8.83933], [-1.08923, 3.54684, -1.67897], [-1.09870, 5.06890, -1.39534], [0.60218, 5.13757, -1.56510], [1.58004, 5.75164, -0.68505], [1.11788, 4.95945, -2.92076], [-1.47182, 4.84063, 0.27573], [-0.68123, 5.31636, 1.40009], [-2.10796, 3.57393, 0.66851], [-1.10959, 6.81875, -1.06926], [-2.48558, 7.28264, -0.75508], [-0.68108, 7.67669, -2.19204], [1.41591, 6.82110, -0.53303], [2.60525, 5.65113, -1.06240], [1.60613, 5.25936, 0.28548], [0.91191, 5.83066, -3.54698], [0.65260, 4.09280, -3.40538], [2.19667, 4.77411, -2.94478], [0.13587, 4.63169, 1.63900], [-1.30672, 5.40003, 2.29926], [-0.27851, 6.32159, 1.24813], [-1.37880, 2.75936, 0.71178], [-2.90592, 3.30423, -0.03158], [-2.58704, 3.65299, 1.65247], [-3.16123, 7.10117, -1.60086], [-2.49543, 8.35262, -0.51989], [-2.91106, 6.78516, 0.11970], [-1.21208, 7.41848, -3.11464], [0.39202, 7.61201, -2.37902], [-0.85934, 8.73646, -1.97208]], "largest_force_ha_per_bohr": 0.175, "charge": 1, "orbital_gap_ev": 6.82}

---

# 2
{"formula": "C7H11BrO2", "method": "ωB97M-V with the def2-TZVPD basis set", "elements": ["C", "C", "C", "O", "C", "C", "O", "C", "Br", "C", "H", "H", "H", "H", "H", "H", "H", "H", "H", "H", "H"], "positions_angstrom": [[0.45451, 2.22322, 0.85780], [0.01543, 0.98869, 0.10034], [-1.21209, 0.20327, 0.61207], [-1.13656, -1.10600, 0.06687], [0.17444, -1.56795, 0.10503], [0.23917, -2.76468, -0.86536], [0.69103, -1.73499, 1.37756], [1.02262, -0.05111, -0.32060], [2.87535, -0.10194, 0.14341], [0.25785, 0.66585, -1.37259], [1.40277, 1.98702, 1.46164], [-0.43690, 2.53851, 1.51511], [0.81773, 3.02065, 0.18175], [-1.13633, 0.21857, 1.72156], [-2.11436, 0.52772, 0.36861], [0.37369, -2.33952, -1.98471], [-0.70643, -3.20875, -0.57134], [1.09139, -3.35882, -0.68036], [0.09566, -2.22257, 1.97181], [-0.49914, 0.17205, -1.82666], [0.76658, 1.50689, -2.04368]], "largest_force_ha_per_bohr": 0.112, "orbital_gap_ev": 10.00, "smiles": "C[C@]12CO[C@](C)(O)[C@@]1(Br)C2", "relative_energy_kcal_mol": 7.5}